Entry 1:
Below is 2 unconnected molecules or ions with the total composition C5H11N3 in a non-equilibrium geometry, with properties calculated with wB97M-V/def2-TZVPD.

Each line ends with the Mulliken charge.
Positions of all 19 atoms, in Å:
1 C -0.161 -0.920 -0.237  0.6939
2 C -1.137 -0.356 -1.216  -0.5398
3 C 2.659 0.147 0.400  -0.7677
4 C -2.324 1.439 0.495  -1.1867
5 N 1.583 0.689 -0.403  -0.6170
6 C -1.334 0.436 0.061  0.3266
7 N 0.208 -2.170 0.007  -0.3392
8 N -0.145 0.102 0.672  -0.5564
9 H 1.416 1.643 -0.081  0.2085
10 H 0.747 -2.356 0.842  0.2588
11 H -0.082 -2.921 -0.598  0.2365
12 H -0.658 0.187 -2.041  0.2348
13 H -1.948 -0.999 -1.572  0.3510
14 H 2.376 -0.064 1.451  0.2517
15 H 3.535 0.811 0.444  0.3341
16 H 3.012 -0.796 -0.037  0.2317
17 H -2.269 1.588 1.575  0.3040
18 H -2.140 2.409 0.010  0.2624
19 H -3.339 1.130 0.229  0.3127

Summary:
Strongest force on any atom   2.0 eV/Å
Orbital gap (spin up / spin down)   6.198 / 7.348 eV
Electronic energy   -361.1900 Ha
ΔE to the lowest compared entry with this formula, charge and spin   523.5 kJ/mol

Entry 2:
Below is 2 unconnected molecules or ions with the total composition C5H13NO2 in a non-equilibrium geometry, with properties calculated with wB97M-V/def2-TZVPD.

Each line ends with the Mulliken charge.
Positions of all 21 atoms, in Å:
1 C 0.563 0.057 1.525  -0.9689
2 N 0.239 -0.490 0.204  -0.1778
3 C 0.391 -1.979 0.161  -0.9803
4 C -2.168 -0.358 1.138  -1.2058
5 C -1.244 -0.281 -0.086  -0.0576
6 C -1.274 1.118 -0.731  -0.1077
7 O -2.137 1.935 -0.540  -0.4835
8 H 1.648 0.221 1.684  0.2826
9 H -0.116 0.903 1.604  0.3825
10 H 0.338 -0.551 2.421  0.2944
11 H -0.292 -2.366 0.923  0.3611
12 H 1.398 -2.354 0.106  0.3110
13 H -0.041 -2.289 -0.806  0.3386
14 H -2.898 -1.180 0.983  0.3319
15 H -2.824 0.512 1.032  0.3777
16 H -1.772 -0.408 2.146  0.3265
17 H -1.553 -0.988 -0.861  0.6025
18 H -0.392 1.433 -1.312  0.3733
19 H 3.922 1.914 -3.775  0.3160
20 H 3.872 2.481 -2.499  0.3120
21 O 4.339 2.670 -3.317  -0.6282

Summary:
Strongest force on any atom   2.5 eV/Å
Orbital gap   9.810 eV
Electronic energy   -403.4724 Ha
ΔE to the lowest compared entry with this formula, charge and spin   273.6 kJ/mol

Entry 3:
Below is a single C4H10N2O2 molecule in a non-equilibrium geometry, with properties calculated with wB97M-V/def2-TZVPD.

Each line ends with the Mulliken charge.
Positions of all 18 atoms, in Å:
1 C 0.636 -0.502 0.240  -0.6581
2 C 0.722 1.005 0.374  -0.8053
3 C 0.371 1.817 -0.863  -0.4845
4 N -0.683 1.239 -1.656  -0.4542
5 N -0.731 -1.002 0.461  -0.1303
6 C -1.048 -2.077 1.232  0.5230
7 O 0.060 -2.881 1.534  -0.5006
8 O -2.141 -2.381 1.622  -0.5600
9 H 1.312 -0.973 0.927  0.4669
10 H 0.936 -0.853 -0.744  0.2831
11 H 1.732 1.252 0.705  0.3944
12 H 0.179 1.338 1.262  0.3375
13 H 0.169 2.840 -0.527  0.3683
14 H 1.298 2.014 -1.434  0.2660
15 H -0.372 0.750 -2.472  0.1855
16 H -1.457 1.846 -1.848  0.1857
17 H -1.382 -0.233 0.506  0.2513
18 H 0.398 -3.199 0.680  0.3312

Summary:
Strongest force on any atom   1.3 eV/Å
Orbital gap   10.214 eV
Electronic energy   -418.4065 Ha
ΔE to the lowest compared entry with this formula, charge and spin   143.0 kJ/mol

Entry 4:
Below is 2 unconnected molecules or ions with the total composition C9H7Br2O in a non-equilibrium geometry, with properties calculated with wB97M-V/def2-TZVPD.

Each line ends with the Mulliken charge.
Positions of all 19 atoms, in Å:
1 C 0.995 0.958 -0.112  -0.1675
2 C 0.343 -1.354 -0.309  -0.2487
3 C 1.377 -0.396 -0.203  0.1449
4 C -1.202 0.341 -0.126  1.3425
5 C -0.383 1.387 -0.151  -0.4187
6 C -0.948 -0.939 -0.285  -0.2461
7 C 3.677 -0.700 0.648  -0.7606
8 C -4.243 1.159 0.105  0.0306
9 C 2.744 -1.069 -0.219  -0.3610
10 O -3.100 1.501 0.246  -0.3770
11 Br -0.817 3.219 -0.148  -0.0168
12 Br -2.227 -2.343 -0.218  -0.0982
13 H 1.758 1.740 -0.259  0.4267
14 H 0.605 -2.431 -0.076  0.3893
15 H 4.577 -1.277 0.767  0.2684
16 H 3.722 0.097 1.398  0.2718
17 H -5.188 1.715 0.299  0.2801
18 H -4.386 0.233 -0.358  0.1648
19 H 2.695 -1.842 -0.999  0.3753

Summary:
Strongest force on any atom   4.3 eV/Å
Net charge   +1
Orbital gap   6.612 eV
Electronic energy   -5569.9526 Ha
ΔE to the lowest compared entry with this formula, charge and spin   173.4 kJ/mol

Entry 5:
Below is a gas-phase ion, C3H4NO (charge +1) in a non-equilibrium geometry, with properties calculated with wB97M-V/def2-TZVPD.

Each line ends with the Mulliken charge.
Positions of all 9 atoms, in Å:
1 C -1.016 0.881 1.146  0.1057
2 C 0.161 -0.023 -0.780  0.0126
3 C 0.597 -0.647 0.474  -0.3636
4 N -0.694 0.891 -0.626  -0.1831
5 O -0.296 -0.008 1.482  -0.0150
6 H 0.725 -0.299 -1.636  0.4169
7 H -1.391 1.474 -1.178  0.3227
8 H 0.397 -1.628 0.243  0.3135
9 H 1.518 -0.640 0.875  0.3902

Summary:
Strongest force on any atom   3.8 eV/Å
Net charge   +1
Orbital gap   10.237 eV
Electronic energy   -246.2940 Ha
ΔE to the lowest compared entry with this formula, charge and spin   257.5 kJ/mol

Entry 6:
Below is a molecular structure, C5H8N2 in a non-equilibrium geometry, with properties calculated with wB97M-V/def2-TZVPD.

Each line ends with the Mulliken charge.
Positions of all 15 atoms, in Å:
1 C -0.995 -1.352 0.876  -1.1742
2 C -0.935 1.820 -0.724  -1.1309
3 C -0.006 -0.488 0.166  0.4550
4 C 0.026 0.683 -0.491  0.2015
5 H -1.580 -1.904 0.130  0.2643
6 H -1.736 -0.747 1.406  0.3042
7 H -0.514 -2.077 1.535  0.3247
8 H -0.759 2.290 -1.695  0.3353
9 H -0.729 2.601 0.017  0.2765
10 H -1.975 1.513 -0.587  0.3125
11 N 1.343 0.512 -0.872  -0.3045
12 N 2.353 -1.321 0.364  -0.7826
13 C 1.429 -0.598 -0.119  0.4491
14 H 1.951 -2.079 0.920  0.2369
15 H 2.127 1.147 -0.926  0.2321

Summary:
Strongest force on any atom   5.6 eV/Å
Orbital gap   8.880 eV
Electronic energy   -304.7555 Ha
ΔE to the lowest compared entry with this formula, charge and spin   210.0 kJ/mol